Entry 1:
Formula: C22H30BeCl3FKMgN4O19PSSi2V
Source: OMol25
Level of theory: wB97M-V/def2-TZVPD

The frontier orbital gap is 1.05 eV. The charge is +1. The total energy comes out at -192161.0630 eV.

Atoms and positions in Å:
1 C 4.71 1.79 2.59
2 C 3.46 2.29 1.84
3 C 3.74 3.40 0.81
4 C 3.69 2.94 -0.67
5 N 2.48 2.15 -1.02
6 Si 2.86 0.52 -1.48
7 N 3.89 -0.28 -0.31
8 O 1.49 -0.41 -1.87
9 Si 0.52 -0.83 -0.64
10 C -1.24 -0.65 -1.29
11 C -2.13 -0.19 -0.15
12 O -2.70 -1.04 0.50
13 C -2.30 1.25 0.29
14 C -3.32 1.47 1.20
15 C -3.53 2.73 1.72
16 C -2.72 3.78 1.33
17 C -1.72 3.57 0.40
18 C -1.51 2.32 -0.14
19 N 0.69 0.21 0.80
20 C 0.82 -0.33 1.86
21 O 1.28 -0.75 2.86
22 P 0.69 -3.01 0.01
23 O -0.60 -3.34 1.07
24 Cl 2.54 -3.23 1.10
25 H 4.76 2.18 3.61
26 H 4.62 0.70 2.69
27 H 5.64 1.98 2.06
28 H 2.80 2.73 2.60
29 H 2.96 1.43 1.42
30 H 3.09 4.25 0.96
31 H 4.75 3.78 1.00
32 H 4.60 2.41 -0.96
33 H 3.64 3.85 -1.27
34 H 1.82 2.19 -0.25
35 H 3.66 0.63 -2.72
36 H 4.81 0.14 -0.43
37 H 4.02 -1.24 -0.64
38 H -1.18 0.12 -2.05
39 H -1.60 -1.59 -1.69
40 H -3.95 0.65 1.52
41 H -4.32 2.94 2.43
42 H -2.86 4.76 1.77
43 H -1.10 4.41 0.13
44 H -0.73 2.17 -0.87
45 H -0.56 -2.80 1.87
46 O -6.01 4.29 2.92
47 V -7.53 3.55 2.72
48 O -9.04 2.89 2.53
49 F 2.82 -2.61 -1.25
50 C -2.35 -2.59 -7.34
51 C -3.61 -2.86 -6.99
52 C -4.04 -2.94 -5.55
53 O -5.21 -3.17 -5.30
54 C -3.03 -2.74 -4.52
55 C -1.76 -2.47 -4.87
56 C -1.34 -2.37 -6.31
57 O -0.18 -2.10 -6.55
58 O -0.79 -2.28 -3.98
59 O -4.57 -3.07 -7.88
60 H -2.03 -2.53 -8.37
61 H -3.34 -2.81 -3.49
62 H 0.01 -2.11 -4.50
63 H -5.39 -3.25 -7.37
64 C 3.34 1.77 7.18
65 C 4.29 2.84 6.71
66 O 4.61 2.90 5.50
67 O 4.75 3.63 7.55
68 H 3.02 1.14 6.34
69 H 3.83 1.14 7.93
70 H 2.46 2.24 7.63
71 Mg 2.75 -5.31 0.16
72 O -0.40 -5.87 -4.33
73 S -0.12 -6.56 -3.06
74 O -1.38 -7.04 -2.48
75 O 0.56 -5.63 -2.14
76 O 0.72 -7.73 -3.33
77 C -2.78 2.30 -4.20
78 Cl -2.73 1.84 -2.48
79 Cl -3.65 3.82 -4.43
80 H -1.76 2.43 -4.55
81 H -3.27 1.52 -4.76
82 K 0.36 -3.01 3.65
83 Be -5.64 2.02 4.55
84 N 0.61 -2.34 8.17
85 O -0.16 -2.85 7.33
86 O 0.52 -2.64 9.35
87 O 1.47 -1.52 7.78


Entry 2:
Formula: C28H73Cl6N3O10
Source: OMol25
Level of theory: wB97M-V/def2-TZVPD

The frontier orbital gap is 8.29 eV. The calculation puts the energy above the lowest of the compared OMol25 structures with the same formula, charge and spin at 154.4 kJ/mol. The charge is 0. The SMILES is COCCNCCOC.COCCNCCOC.COCCNCCOC.ClCCCl.ClCCCl.ClCCCl.CO.CO.CO.CO. The total energy comes out at -130290.8891 eV.

Atoms and positions in Å:
1 C 3.76 0.04 -11.37
2 O 2.77 0.42 -10.40
3 C 1.83 -0.65 -10.10
4 C 0.92 -0.27 -8.91
5 N 1.70 -0.35 -7.70
6 C 1.84 0.99 -7.10
7 C 2.94 1.07 -6.04
8 O 4.25 0.84 -6.55
9 C 5.23 1.18 -5.64
10 H 3.39 -0.10 -12.38
11 H 4.34 -0.78 -10.93
12 H 4.47 0.86 -11.41
13 H 2.46 -1.54 -10.09
14 H 1.16 -0.83 -10.94
15 H 0.16 -1.05 -8.82
16 H 0.33 0.64 -9.04
17 H 2.65 -0.43 -8.03
18 H 0.94 1.48 -6.74
19 H 2.18 1.61 -7.93
20 H 2.81 0.31 -5.27
21 H 2.86 2.09 -5.65
22 H 5.49 2.23 -5.54
23 H 6.11 0.65 -6.03
24 H 5.09 0.74 -4.66
25 C -6.48 4.45 2.86
26 O -7.30 4.49 4.03
27 C -6.63 4.33 5.30
28 C -5.54 5.46 5.49
29 N -6.14 6.75 5.45
30 C -7.03 6.96 6.65
31 C -7.29 8.45 6.77
32 O -8.24 8.91 5.73
33 C -8.38 10.34 5.75
34 H -5.92 3.54 2.67
35 H -5.72 5.23 2.81
36 H -7.19 4.68 2.06
37 H -6.19 3.34 5.34
38 H -7.45 4.36 6.02
39 H -4.85 5.23 4.68
40 H -5.06 5.24 6.44
41 H -6.47 7.17 4.60
42 H -6.39 6.71 7.49
43 H -7.90 6.30 6.56
44 H -6.35 9.00 6.72
45 H -7.64 8.64 7.78
46 H -8.67 10.73 4.77
47 H -7.45 10.74 6.15
48 H -9.22 10.65 6.37
49 C 8.73 -3.18 2.03
50 O 8.77 -1.76 2.25
51 C 9.52 -1.07 1.26
52 C 9.52 0.48 1.51
53 N 8.22 0.98 1.21
54 C 8.23 2.44 1.33
55 C 6.95 3.18 1.61
56 O 6.47 2.92 2.88
57 C 5.23 3.50 3.16
58 H 8.18 -3.48 1.14
59 H 8.23 -3.60 2.90
60 H 9.77 -3.52 1.99
61 H 9.20 -1.20 0.22
62 H 10.50 -1.55 1.23
63 H 10.31 0.98 0.95
64 H 9.76 0.70 2.55
65 H 7.61 0.63 1.93
66 H 8.51 2.92 0.39
67 H 8.98 2.74 2.07
68 H 6.21 2.94 0.84
69 H 7.33 4.19 1.45
70 H 5.21 4.51 2.76
71 H 5.19 3.69 4.24
72 H 4.35 2.97 2.80
73 Cl 5.06 -5.61 -5.16
74 C 5.06 -4.64 -3.68
75 C 4.23 -5.53 -2.65
76 Cl 3.76 -4.64 -1.16
77 H 4.65 -3.67 -3.98
78 H 6.07 -4.49 -3.31
79 H 4.75 -6.42 -2.30
80 H 3.27 -5.76 -3.09
81 Cl -1.69 -0.30 3.21
82 C -1.10 -1.36 1.90
83 C -0.73 -0.66 0.66
84 Cl 0.62 0.43 1.04
85 H -1.89 -2.06 1.61
86 H -0.28 -1.93 2.33
87 H -1.48 0.00 0.22
88 H -0.32 -1.35 -0.08
89 Cl -3.12 -7.40 2.53
90 C -4.36 -8.45 3.25
91 C -5.71 -8.10 2.66
92 Cl -5.80 -8.37 0.88
93 H -4.26 -8.26 4.32
94 H -4.03 -9.41 2.87
95 H -5.99 -7.07 2.87
96 H -6.54 -8.71 3.01
97 C 0.45 -6.50 6.79
98 O 0.15 -7.92 6.95
99 H -0.50 -5.97 6.82
100 H 1.03 -6.23 7.67
101 H 0.86 -6.19 5.83
102 H -0.72 -8.00 6.56
103 C -6.93 -3.01 5.98
104 O -8.11 -2.76 5.13
105 H -6.67 -2.10 6.52
106 H -6.88 -3.84 6.67
107 H -6.13 -3.17 5.25
108 H -8.82 -2.31 5.59
109 C -5.83 1.03 -5.32
110 O -4.58 0.98 -4.76
111 H -6.19 0.11 -5.76
112 H -6.59 1.33 -4.59
113 H -5.86 1.80 -6.09
114 H -4.33 0.06 -4.68
115 C -1.67 -4.47 -4.64
116 O -2.06 -3.17 -4.98
117 H -2.48 -5.15 -4.90
118 H -0.82 -4.84 -5.21
119 H -1.43 -4.49 -3.58
120 H -1.23 -2.71 -5.13